[1]
Below is 5 unconnected molecules or ions with the total composition C38H69N5O3S in a non-equilibrium geometry, with properties calculated with the ωB97M-V functional and the def2-TZVPD basis.

The geometry in XYZ format:
```
116
Properties=species:S:1:pos:R:3:forces:R:3
C -3.941 1.885 8.543 0.204 -0.654 -0.389
C -3.460 0.608 7.790 -0.729 -0.032 0.513
C -4.393 0.261 6.598 0.405 0.929 0.552
C -4.325 1.381 5.511 -0.585 -1.063 -0.399
C -4.520 0.743 4.100 0.633 0.305 0.743
C -3.302 -0.131 3.682 -1.159 -0.290 -0.253
C -3.609 -0.776 2.304 0.583 0.338 -0.768
C -2.339 -1.128 1.488 0.427 -0.431 1.015
C -1.671 -2.474 1.947 -0.391 1.223 -1.285
C -0.426 -2.686 1.038 -0.451 -0.683 0.210
C 0.640 -3.675 1.588 0.448 0.215 -0.005
C 0.820 -3.650 3.121 -0.540 0.590 0.370
C 1.131 -2.242 3.734 0.516 -0.772 0.587
C 2.663 -1.912 3.731 -0.549 0.714 0.284
C 3.104 -0.713 2.829 0.392 -1.392 -0.255
C 2.298 -0.510 1.534 0.617 1.500 -0.255
C 2.880 0.758 0.797 -0.511 -0.558 -0.329
C 1.746 1.541 0.086 -0.189 0.041 0.077
C 0.718 2.283 1.017 0.543 -0.324 -0.019
C 1.185 2.600 2.448 -1.309 1.208 -0.370
O 0.772 1.553 3.380 1.613 -0.350 -0.173
C 0.878 1.956 4.646 0.439 -0.879 0.400
O 0.295 2.847 5.128 -1.338 1.933 0.676
O 1.741 1.192 5.415 0.157 -0.548 -1.568
N 1.251 1.036 6.739 0.560 1.030 -0.473
C 0.547 0.050 6.813 -0.910 -1.569 1.450
S -0.300 -1.185 7.242 0.159 0.270 -0.402
H -3.221 2.108 9.345 -0.337 0.195 -0.256
H -4.934 1.704 8.992 0.371 0.127 -0.152
H -4.024 2.727 7.838 0.117 -0.150 0.427
H -2.407 0.742 7.484 -0.522 -0.102 -0.086
H -3.495 -0.226 8.518 0.215 0.265 -0.312
H -4.178 -0.745 6.205 0.086 0.433 0.013
H -5.430 0.230 6.988 0.398 -0.117 -0.168
H -3.374 1.943 5.547 -0.322 -0.275 0.043
H -5.157 2.077 5.719 0.470 -0.036 -0.218
H -5.445 0.137 4.129 0.329 0.255 -0.229
H -4.622 1.552 3.351 -0.145 -0.430 0.209
H -3.135 -0.955 4.399 0.137 0.551 -0.075
H -2.421 0.534 3.659 -0.120 -0.416 -0.151
H -4.188 -0.040 1.715 0.086 -0.349 0.220
H -4.220 -1.695 2.390 0.072 0.505 0.198
H -1.583 -0.348 1.724 -0.343 -0.161 -0.522
H -2.511 -1.170 0.399 -0.045 0.148 0.412
H -1.440 -2.338 3.012 -0.070 -0.525 -0.309
H -2.411 -3.268 1.744 0.361 0.043 0.607
H -0.030 -1.696 0.764 0.178 -0.407 0.272
H -0.805 -3.126 0.094 0.197 0.351 0.301
H 1.626 -3.452 1.133 -0.461 -0.057 0.065
H 0.384 -4.691 1.237 0.073 0.297 0.347
H -0.100 -4.004 3.627 0.331 -0.021 -0.430
H 1.624 -4.328 3.457 -0.279 0.146 -0.323
H 0.839 -2.322 4.800 0.014 0.093 -0.500
H 0.502 -1.441 3.314 0.365 -0.262 -0.026
H 3.217 -2.842 3.521 -0.116 0.430 -0.199
H 2.936 -1.632 4.769 -0.013 -0.208 -0.449
H 3.168 0.201 3.440 -0.355 -0.205 -0.354
H 4.144 -0.932 2.508 -0.374 0.261 0.166
H 1.237 -0.274 1.708 0.360 -0.393 0.226
H 2.368 -1.358 0.835 -0.043 0.094 0.462
H 3.450 1.339 1.540 -0.245 0.115 -0.415
H 3.595 0.435 0.019 -0.153 0.125 0.429
H 2.125 2.263 -0.667 -0.054 -0.474 0.527
H 1.157 0.789 -0.478 0.352 0.355 0.064
H 0.451 3.251 0.556 0.115 -0.424 0.109
H -0.218 1.698 1.072 0.336 0.313 0.179
H 2.255 2.844 2.544 -0.241 -0.550 -0.019
H 0.631 3.503 2.770 0.290 -0.355 -0.068
C 1.834 7.504 0.334 -0.038 -0.025 0.039
C 2.893 6.483 0.732 -0.245 0.249 0.102
C 3.564 5.816 -0.472 0.197 -0.031 0.333
C 2.622 5.027 -1.265 0.046 0.069 -0.164
N 1.876 4.415 -1.889 0.016 0.083 0.066
H 1.015 7.037 -0.217 0.039 0.003 -0.027
H 1.408 7.973 1.222 0.007 0.008 -0.045
H 2.263 8.291 -0.290 -0.025 -0.014 -0.001
H 2.441 5.726 1.377 0.085 -0.052 -0.053
H 3.661 6.986 1.324 0.063 -0.115 -0.054
H 4.363 5.159 -0.120 -0.051 -0.073 -0.122
H 4.034 6.571 -1.106 -0.106 -0.052 -0.089
C 3.249 -0.404 -3.769 -0.039 -0.009 0.057
C 4.754 -0.481 -3.998 -0.329 0.240 -0.049
C 5.388 -1.723 -3.368 0.220 0.143 -0.302
C 5.267 -1.723 -1.910 -0.077 -0.156 0.013
N 5.148 -1.720 -0.768 0.016 0.051 -0.013
H 3.009 -0.331 -2.706 0.038 0.005 0.000
H 2.836 0.479 -4.262 -0.015 -0.027 0.028
H 2.748 -1.283 -4.176 0.029 0.068 0.042
H 5.227 0.423 -3.606 0.097 -0.094 0.014
H 4.946 -0.498 -5.074 0.094 -0.090 0.054
H 6.447 -1.762 -3.633 -0.001 -0.059 0.142
H 4.929 -2.626 -3.775 -0.067 0.008 0.141
C -1.189 0.004 -5.640 0.008 -0.002 0.074
C -0.384 0.161 -6.926 -0.214 0.159 0.284
C 0.057 -1.176 -7.529 0.032 0.128 -0.265
C 0.971 -1.905 -6.650 -0.037 -0.113 -0.024
N 1.678 -2.476 -5.947 -0.035 0.000 -0.119
H -0.599 -0.473 -4.855 0.017 0.001 -0.030
H -1.503 0.981 -5.270 0.023 -0.033 0.005
H -2.083 -0.596 -5.811 0.029 0.009 -0.002
H 0.489 0.789 -6.728 0.035 -0.069 -0.105
H -0.995 0.690 -7.662 0.063 -0.100 -0.070
H 0.560 -0.991 -8.482 0.118 -0.097 0.073
H -0.819 -1.798 -7.750 0.595 0.233 0.395
C -4.034 -4.904 -9.768 -0.031 0.020 -0.001
C -3.375 -3.840 -10.639 -0.304 -0.267 0.037
C -2.205 -3.139 -9.946 0.099 0.031 -0.360
C -2.629 -2.387 -8.765 -0.405 -0.190 -0.136
N -2.998 -1.812 -7.843 -0.228 -0.065 -0.159
H -4.465 -4.470 -8.864 0.043 -0.002 0.000
H -4.839 -5.396 -10.315 0.031 -0.005 0.032
H -3.312 -5.668 -9.471 -0.023 0.010 0.014
H -4.126 -3.107 -10.942 0.107 0.059 0.009
H -3.006 -4.312 -11.553 0.097 0.118 0.024
H -1.730 -2.450 -10.649 0.018 0.068 0.128
H -1.445 -3.871 -9.661 -0.042 0.048 0.135
```
Positions in Å, forces in eV/Å.

Computed properties:
Multiplicity = 1
Total energy = -64949.6586 eV
Gap between HOMO and LUMO = 8.99 eV
Highest occupied orbital energy = -9.67 eV
SMILES = CCCCCCCCCCCCCCCCCCCCOC(=O)ON=C=S.CCCC#N.CCCC#N.CCCC#N.CCCC#N
LUMO = -0.68 eV

---

[2]
Below is a molecular structure, C38H70AlN8O2 in a non-equilibrium geometry, with properties calculated with the ωB97M-V functional and the def2-TZVPD basis.

The geometry in XYZ format:
```
119
Properties=species:S:1:pos:R:3:forces:R:3
Al 8.487 2.939 47.288 -0.104 -0.106 0.130
C 4.093 -1.906 50.175 0.174 -1.723 1.093
C 4.526 -0.938 49.157 2.128 1.397 0.044
C 3.715 0.300 49.181 -0.086 1.221 -0.757
O 5.907 -0.643 49.057 -2.548 -0.970 0.112
H 4.247 -1.470 51.162 0.187 -0.384 0.194
H 4.627 -2.834 49.971 0.227 -0.103 0.799
H 3.039 -2.160 50.067 -0.055 0.312 -0.089
H 4.246 -1.514 48.275 0.285 -0.230 -1.242
H 4.155 1.007 49.885 0.107 0.131 -0.170
H 2.658 0.225 49.439 0.047 -0.444 -0.196
H 3.829 0.624 48.147 -0.429 1.022 0.155
C 5.814 7.183 52.088 0.550 -0.055 0.467
C 4.973 7.012 50.791 2.116 -1.261 -0.798
C 4.400 8.307 50.384 -0.303 0.764 -0.877
O 5.574 6.307 49.717 -1.193 1.213 2.600
H 6.147 6.273 52.588 -0.387 -0.133 -0.158
H 5.214 7.795 52.761 -0.244 -0.351 0.144
H 6.720 7.778 51.974 0.057 0.023 -0.739
H 4.170 6.369 51.151 -0.624 -1.034 0.108
H 5.302 8.905 50.254 -0.300 0.507 -0.861
H 3.767 8.886 51.056 0.038 -0.598 0.478
H 3.803 8.076 49.502 0.335 0.739 -0.407
C -1.884 0.365 53.328 -1.377 0.015 1.155
C -2.543 0.365 54.789 2.476 -0.376 -1.358
C -3.218 1.663 55.210 -0.585 -0.621 -0.784
C -2.402 2.874 54.997 -0.339 -0.702 0.286
N -1.719 3.768 54.771 0.024 0.051 0.037
H -1.272 -0.517 53.140 -0.102 -0.091 0.310
H -1.257 1.240 53.152 -0.253 0.098 0.001
H -2.740 0.314 52.655 0.301 0.317 -0.497
H -1.692 0.153 55.436 -0.248 -0.134 0.474
H -3.247 -0.466 54.824 -0.024 0.145 0.234
H -3.618 1.515 56.213 0.323 0.587 0.160
H -4.097 1.684 54.565 -0.161 0.716 -0.039
C 1.977 -10.022 45.926 -2.321 0.650 -0.544
C 2.250 -8.537 46.100 2.523 0.108 0.610
C 2.342 -8.129 47.567 -0.166 0.280 0.494
C 3.081 -9.058 48.454 0.113 -0.541 0.224
N 3.620 -9.849 49.108 -0.535 1.015 -0.717
H 0.920 -10.110 46.179 -0.305 -0.476 0.043
H 2.468 -10.720 46.603 0.566 0.425 -0.266
H 2.013 -10.306 44.874 0.414 -0.217 0.145
H 1.661 -7.726 45.673 -0.807 -0.856 -0.530
H 3.236 -8.332 45.684 0.277 -0.019 -0.128
H 1.323 -7.983 47.927 -0.011 -0.327 0.448
H 2.780 -7.132 47.612 0.247 -0.043 0.219
C 2.959 1.411 55.689 -0.449 -1.251 1.917
C 3.059 0.598 57.055 -0.672 1.780 -1.870
C 4.449 0.187 57.409 -0.223 -1.494 0.276
C 5.427 1.220 57.498 2.955 3.672 0.824
N 6.233 2.072 57.608 -2.351 -2.528 -0.471
H 3.324 0.716 54.933 0.014 0.504 -0.408
H 3.476 2.369 55.740 0.152 -0.226 -0.178
H 1.886 1.582 55.595 0.091 0.184 -0.571
H 2.431 -0.284 56.928 0.060 -0.037 0.268
H 2.650 1.229 57.845 -0.079 -0.155 0.105
H 4.864 -0.525 56.697 -0.210 -0.305 -0.062
H 4.321 -0.316 58.368 0.695 -0.149 0.151
C -0.831 7.426 48.477 -0.536 1.498 0.742
C -0.428 5.993 48.526 -0.810 -0.565 0.122
C -0.868 5.255 49.827 -0.489 0.520 -0.241
C -2.331 5.350 50.168 -4.786 -0.077 1.168
N -3.492 5.413 50.493 6.005 -0.261 -1.748
H -1.903 7.611 48.543 -0.309 -0.634 -0.209
H -0.537 7.942 47.563 0.393 -0.050 0.133
H -0.513 7.968 49.367 0.638 0.237 -0.115
H 0.651 5.866 48.437 0.011 0.019 -0.041
H -0.905 5.570 47.642 0.181 -0.714 0.115
H -0.365 5.690 50.691 0.152 0.140 0.001
H -0.518 4.225 49.769 -0.466 -0.135 0.089
C 2.410 -2.513 43.094 0.174 -0.650 -1.064
C 1.667 -1.431 43.835 1.782 -0.932 0.505
C 0.693 -2.122 44.791 -1.373 1.287 0.292
C 0.102 -1.163 45.769 0.225 -0.407 -0.217
N -0.300 -0.424 46.552 0.068 -0.079 -0.148
H 3.291 -2.105 42.598 -0.014 -0.027 -0.090
H 1.799 -2.992 42.329 -0.054 -0.048 -0.091
H 2.754 -3.310 43.754 0.033 0.062 0.149
H 1.355 -0.667 43.123 -0.844 -0.131 0.415
H 2.500 -0.999 44.388 -0.440 0.579 0.572
H 1.097 -2.952 45.372 0.595 0.212 -0.118
H -0.133 -2.585 44.251 -0.121 0.134 -0.197
C 9.638 -6.561 46.957 0.412 0.726 -1.105
C 10.423 -5.228 46.957 0.047 -0.023 1.580
C 9.640 -4.147 47.729 0.651 0.810 -0.092
C 10.491 -2.970 47.809 0.952 2.468 -0.382
N 11.126 -1.995 47.836 -0.901 -1.531 0.018
H 9.315 -6.802 47.970 0.260 -0.148 -0.054
H 10.216 -7.360 46.492 0.100 -0.097 0.395
H 8.743 -6.491 46.338 -0.151 0.197 0.042
H 10.848 -4.743 46.078 -0.907 -0.565 -0.830
H 11.366 -5.316 47.498 -0.015 -0.576 0.455
H 9.444 -4.291 48.792 -0.367 -1.009 -0.079
H 8.723 -3.836 47.230 -0.133 -0.193 0.037
C 11.871 -1.603 54.944 -0.025 0.169 0.515
C 10.447 -1.042 55.172 -0.496 -0.178 -0.034
C 9.521 -0.761 53.924 -0.210 -2.497 1.105
C 9.841 0.370 53.150 0.722 1.685 -1.064
N 10.096 1.301 52.523 -0.107 -0.226 0.093
H 11.852 -2.470 54.283 0.055 0.454 -0.665
H 12.255 -2.086 55.842 -0.408 0.205 0.524
H 12.659 -0.875 54.751 -0.275 0.019 -0.773
H 10.356 -0.144 55.783 0.686 0.095 0.027
H 10.008 -1.810 55.810 -0.685 -0.009 -0.324
H 8.454 -0.722 54.145 -0.008 0.499 0.829
H 9.454 -1.634 53.275 0.718 -0.173 -0.304
C 3.874 7.699 43.154 0.702 -1.006 -0.695
C 2.760 6.754 42.720 -1.072 -0.199 0.996
C 3.084 5.297 42.248 0.049 1.308 -0.223
C 4.039 4.532 43.054 -2.538 2.014 -1.891
N 4.786 4.009 43.709 2.343 -1.703 2.004
H 4.280 7.503 44.146 -0.423 -0.046 0.177
H 3.568 8.742 43.074 0.154 -0.137 -0.060
H 4.710 7.453 42.499 0.303 0.721 -0.244
H 2.177 7.175 41.902 0.244 0.133 -0.169
H 2.037 6.735 43.536 -0.132 -0.361 0.122
H 3.488 5.459 41.249 0.260 -0.533 -0.070
H 2.135 4.775 42.128 0.182 -0.213 0.128
```
Positions in Å, forces in eV/Å.

Computed properties:
Energy above the lowest of the compared OMol25 structures with the same formula, charge and spin = 5.776 eV
Total charge = +1
Multiplicity = 1
Total energy = -63133.0211 eV
Gap between HOMO and LUMO = 1.93 eV
Highest occupied orbital energy = -9.79 eV
LUMO = -7.85 eV

---

> The highest highest occupied orbital energy belongs to which entry?

C38H69N5O3S